Record 1
Formula: C5H8N
Source: OMol25
Level of theory: ωB97M-V/def2-TZVPD

Properties
net charge = +1
energy above the lowest of the compared OMol25 structures with the same formula, charge and spin = 67.1 kcal/mol
electronic energy = -6795.1807 eV
E_LUMO = -3.963 eV
SMILES = C=CC[N+]#CC
multiplicity = 1
HOMO level = -14.2949 eV

Each atom is followed by the atoms it is bonded to, with distances in Å.
Atoms and positions in Å:
1 C 0.5720 1.0559 1.7934  C3 1.303, C4 1.598, H13 1.014
2 C -0.3140 -0.5287 -1.5049  C5 1.367, N6 1.145
3 C -0.1510 0.2234 2.4877  C1 1.303, H8 1.139, H9 1.072
4 C 0.7551 1.1049 0.2065  C1 1.598, N6 1.474, H10 1.056, H11 1.068
5 C -0.7386 -1.5091 -2.3584  C2 1.367, H7 1.076, H12 1.150, H14 1.051
6 N 0.3076 0.1276 -0.8022  C2 1.145, C4 1.474
7 H -0.4678 -2.4316 -1.8762  C5 1.076
8 H -0.7683 -0.5908 1.9843  C3 1.139
9 H -0.1836 0.5375 3.5117  C3 1.072
10 H 0.3615 2.0344 -0.1045  C4 1.056
11 H 1.8152 0.9836 0.1520  C4 1.068
12 H -1.8818 -1.3847 -2.3404  C5 1.150
13 H 1.0857 1.8305 2.2000  C1 1.014
14 H -0.3917 -1.4527 -3.3491  C5 1.051

These are the Mulliken partial charges, in e, on atoms 1 to 2: -0.167 0.536

***

Record 2
Formula: C4H13N2O2
Source: OMol25
Level of theory: ωB97M-V/def2-TZVPD

Properties
net charge = 0
energy above the lowest of the compared OMol25 structures with the same formula, charge and spin = 65.2 kcal/mol
electronic energy = -11428.9228 eV
E_LUMO (spin up / spin down) = 0.835 / -2.686 eV
multiplicity = 2
<S²> = 0.75
HOMO level (spin up / spin down) = -8.9277 / -8.9267 eV

Each atom is followed by the atoms it is bonded to, with distances in Å.
Atoms and positions in Å:
1 C 0.0526 -0.4378 -0.6920  N2 1.547, C5 1.488, H8 1.068, H9 1.164
2 N 0.7733 -0.4589 0.6763  C1 1.547, C3 1.504, H10 0.957
3 C 1.7032 -1.6259 0.4864  N2 1.504, O4 1.329, H11 1.046, H12 1.086
4 O 2.6219 -1.3652 -0.4382  C3 1.329
5 C -1.4157 -0.2227 -0.5843  C1 1.488, N6 1.511, H13 1.191, H14 1.213
6 N -1.7316 1.2548 -0.5857  C5 1.511, C7 1.501, H15 1.147
7 C -3.0256 1.6691 0.0533  N6 1.501, H16 1.169, H17 1.120, H18 1.083
8 H 0.4537 0.3473 -1.2945  C1 1.068
9 H 0.1924 -1.3948 -1.3403  C1 1.164
10 H 1.2647 0.3583 0.5923  N2 0.957
11 H 2.0901 -1.8474 1.4321  C3 1.046
12 H 1.2294 -2.5894 0.3219  C3 1.086
13 H -2.0606 -0.6817 -1.4737  C5 1.191
14 H -1.8418 -0.9229 0.3097  C5 1.213
15 H -0.8546 1.8442 -0.1396  N6 1.147
16 H -3.7495 0.8784 -0.4135  C7 1.169
17 H -3.0567 1.5342 1.1646  C7 1.120
18 H -3.1897 2.6065 -0.4641  C7 1.083
19 H 3.2477 -0.1734 0.2343  O21 1.046
20 H 3.3586 0.9576 1.2728  O21 0.981
21 O 3.9383 0.2697 0.8823  H19 1.046, H20 0.981

These are the Mulliken partial charges, in e, on atoms 1 to 2: -0.689 -0.410

***

Record 3
Formula: C2H6N2O2
Source: OMol25
Level of theory: ωB97M-V/def2-TZVPD

Properties
net charge = 0
energy above the lowest of the compared OMol25 structures with the same formula, charge and spin = 151.2 kcal/mol
electronic energy = -9240.7601 eV
E_LUMO (spin up / spin down) = -0.404 / -0.411 eV
SMILES = CN=O.CN=O
multiplicity = 1
HOMO level (spin up / spin down) = -8.4332 / -8.3988 eV

Each atom is followed by the atoms it is bonded to, with distances in Å.
Atoms and positions in Å:
1 C 0.3927 -1.5343 -1.1976  N3 1.442, H7 1.085, H8 1.093, H9 1.090
2 C -0.3648 1.5598 1.1346  N4 1.434, H10 1.091, H11 1.089, H12 1.091
3 N -0.5202 -0.6394 -0.5314  C1 1.442, O5 1.225
4 N 0.4662 0.4736 0.7047  C2 1.434, O6 1.220
5 O -1.2857 0.0495 -1.1946  N3 1.225
6 O 1.1008 -0.1918 1.5072  N4 1.220
7 H 0.7937 -2.2241 -0.4628  C1 1.085
8 H 1.2089 -0.9732 -1.6590  C1 1.093
9 H -0.1399 -2.0636 -1.9874  C1 1.090
10 H -0.8281 1.3685 2.1035  C2 1.091
11 H -1.1089 1.7430 0.3601  C2 1.089
12 H 0.2853 2.4320 1.2226  C2 1.091

These are the Mulliken partial charges, in e, on atoms 1 to 2: -0.597 -0.623

***

Record 4
Formula: C3H9NO3
Source: OMol25
Level of theory: ωB97M-V/def2-TZVPD

Properties
net charge = 0
energy above the lowest of the compared OMol25 structures with the same formula, charge and spin = 68.0 kcal/mol
electronic energy = -10887.6330 eV
E_LUMO = 0.748 eV
SMILES = NC(=O)OO.CC
multiplicity = 1
HOMO level = -10.4912 eV

Each atom is followed by the atoms it is bonded to, with distances in Å.
Atoms and positions in Å:
1 C 1.4537 0.9620 0.8888  C2 1.522, H4 1.084, H5 1.085, H6 1.092
2 C 1.7120 -0.1482 -0.1200  C1 1.522, H3 1.091, H7 1.090, H8 1.086
3 H 1.7765 -1.1160 0.3802  C2 1.091
4 H 1.4129 1.9248 0.3918  C1 1.084
5 H 2.2515 0.9946 1.6240  C1 1.085
6 H 0.5112 0.8048 1.4178  C1 1.092
7 H 2.6502 0.0272 -0.6474  C2 1.090
8 H 0.9175 -0.1964 -0.8586  C2 1.086
9 C -1.5801 -0.5261 -0.5958  N10 1.340, O11 1.353, O13 1.209
10 N -1.4946 -1.7451 -0.0461  C9 1.340, H15 1.005, H16 1.003
11 O -1.6881 0.4200 0.3660  C9 1.353, O12 1.404
12 O -1.7921 1.7075 -0.1850  O11 1.404, H14 0.987
13 O -1.5784 -0.2557 -1.7739  C9 1.209
14 H -1.7659 1.5282 -1.1551  O12 0.987
15 H -1.3403 -2.5427 -0.6381  N10 1.005
16 H -1.4460 -1.8389 0.9513  N10 1.003

These are the Mulliken partial charges, in e, on atoms 1 to 2: -0.775 -0.698

***

Record 5
Formula: C13H52N2O22S2
Source: OMol25
Level of theory: ωB97M-V/def2-TZVPD

Properties
net charge = 0
electronic energy = -84018.9227 eV
E_LUMO = -0.830 eV
multiplicity = 1
HOMO level = -9.1997 eV

Each atom is followed by the atoms it is bonded to, with distances in Å.
Atoms and positions in Å:
1 O 1.2582 0.9880 -1.3098  C7 1.238
2 N -2.5763 3.3774 0.7109  C10 1.304, C11 1.347
3 N -0.6635 2.4244 1.6766  C10 1.290, C12 1.346
4 O 3.1926 1.7354 -0.3222  C7 1.321, C14 1.472
5 S -4.0905 1.7948 -1.1147  C8 1.728, C11 1.780
6 S 0.1713 -0.1449 1.4513  C12 1.786, C17 1.857
7 C 2.1429 0.9428 -0.4454  O1 1.238, O4 1.321, C17 1.499
8 C -3.4904 0.1789 -1.2316  S5 1.728, C9 1.307, C15 1.450
9 C -2.4033 -0.0213 -0.5350  C8 1.307, C13 1.442, C16 1.516
10 C -1.4809 3.3888 1.4179  N2 1.304, N3 1.290, H20 1.088
11 C -2.8160 2.2284 0.0505  N2 1.347, S5 1.780, C13 1.389
12 C -0.8169 1.2723 0.9984  N3 1.346, S6 1.786, C13 1.406
13 C -1.9453 1.1519 0.1676  C9 1.442, C11 1.389, C12 1.406
14 C 3.8811 1.3251 0.9131  O4 1.472, C19 1.538, H21 1.079, H22 1.133
15 C -3.9976 -0.9669 -1.9621  C8 1.450, C18 1.562, H23 1.121, H24 1.070
16 C -1.7445 -1.3732 -0.7277  C9 1.516, C18 1.597, H25 1.071, H26 1.071
17 C 1.8825 0.1186 0.7796  S6 1.857, C7 1.499, C19 1.473, H27 1.056
18 C -2.7460 -1.8959 -1.8566  C15 1.562, C16 1.597, H28 1.097, H29 1.019
19 C 2.7153 0.8139 1.7755  C14 1.538, C17 1.473, H30 1.122, H31 1.054
20 H -1.3452 4.3367 1.9350  C10 1.088
21 H 4.3856 2.1734 1.3498  C14 1.079
22 H 4.7274 0.6365 0.6074  C14 1.133
23 H -4.9221 -1.3820 -1.4838  C15 1.121
24 H -4.1426 -0.7965 -3.0088  C15 1.070
25 H -0.7378 -1.4699 -1.0797  C16 1.071
26 H -1.8279 -1.9520 0.1694  C16 1.071
27 H 2.2951 -0.8271 0.5534  C17 1.056
28 H -2.8522 -2.9880 -1.8474  C18 1.097
29 H -2.2367 -1.7290 -2.7237  C18 1.019
30 H 2.1981 1.7055 2.2175  C19 1.122
31 H 2.9996 0.2116 2.5925  C19 1.054
32 O 1.6053 -1.2160 4.3723  H33 1.012, H34 1.012
33 H 1.6960 -0.2375 4.6136  O32 1.012
34 H 0.7041 -1.3498 3.9322  O32 1.012
35 O -3.9751 -0.3201 -5.9246  H36 1.012, H37 1.012
36 H -3.4866 -1.2046 -5.8706  O35 1.012
37 H -3.3272 0.4139 -5.6696  O35 1.012
38 O -7.0893 -0.0874 -0.9087  H39 1.012, H40 1.012
39 H -6.6857 -0.2418 0.0062  O38 1.012
40 H -7.5073 0.8340 -0.9174  O38 1.012
41 O 1.7305 -3.4247 1.3542  H42 1.012, H43 1.012
42 H 0.7323 -3.2707 1.4140  O41 1.012
43 H 1.9222 -4.3709 1.6570  O41 1.012
44 O 6.8219 3.7469 1.9503  H45 1.012, H46 1.012
45 H 7.2953 2.9606 2.3763  O44 1.012
46 H 6.9299 3.6739 0.9469  O44 1.012
47 O 1.7870 1.4295 5.1323  H48 1.012, H49 1.012
48 H 1.3727 1.3187 6.0488  O47 1.012
49 H 2.2203 2.3429 5.0907  O47 1.012
50 O -2.0303 1.1094 -3.7081  H51 1.012, H52 1.012
51 H -2.4093 2.0412 -3.8168  O50 1.012
52 H -2.3847 0.7241 -2.8422  O50 1.012
53 O -0.0427 -1.4739 -4.3124  H54 1.012, H55 1.012
54 H -0.6535 -2.2802 -4.3359  O53 1.012
55 H -0.6112 -0.6524 -4.1517  O53 1.012
56 O 6.2439 -0.9784 2.5304  H57 1.012, H58 1.012
57 H 5.3881 -1.3646 2.9076  O56 1.012
58 H 6.3110 -1.2510 1.5583  O56 1.012
59 O -1.4978 4.6822 5.0777  H60 1.012, H61 1.012
60 H -2.2567 5.1331 4.5833  O59 1.012
61 H -1.4026 3.7412 4.7184  O59 1.012
62 O 4.0312 -2.2009 3.4517  H63 1.012, H64 1.012
63 H 3.1364 -1.7871 3.6795  O62 1.012
64 H 3.8675 -2.9852 2.8338  O62 1.012
65 O -1.2317 -4.6957 1.3203  H66 1.012, H67 1.012
66 H -2.1392 -5.1183 1.1737  O65 1.012
67 H -0.5487 -5.2252 0.7940  O65 1.012
68 O 6.3256 -1.3350 -0.2683  H69 1.012, H70 1.012
69 H 5.6072 -2.0326 -0.4127  O68 1.012
70 H 7.2260 -1.7790 -0.3946  O68 1.012
71 O -4.0227 5.6309 -0.4278  H72 1.012, H73 1.012
72 H -3.3793 5.8990 -1.1612  O71 1.012
73 H -3.5645 4.9454 0.1585  O71 1.012
74 O -3.4532 -4.7692 -4.0664  H75 1.012, H76 1.012
75 H -2.5871 -4.6483 -3.5574  O74 1.012
76 H -3.3975 -5.6384 -4.5813  O74 1.012
77 O 0.4594 2.3999 -3.4547  H78 1.012, H79 1.012
78 H -0.4415 1.9786 -3.6408  O77 1.012
79 H 0.8163 2.0122 -2.5910  O77 1.012
80 O -1.0339 -5.3098 -2.4902  H81 1.012, H82 1.012
81 H -0.2158 -4.8643 -2.8852  O80 1.012
82 H -0.8047 -6.2765 -2.2986  O80 1.012
83 O -1.2585 1.9327 4.5539  H84 1.012, H85 1.012
84 H -0.5499 2.0996 3.8512  O83 1.012
85 H -1.1689 0.9760 4.8708  O83 1.012
86 O 4.2717 4.6921 1.4579  H87 1.012, H88 1.012
87 H 4.5123 5.5596 1.9198  O86 1.012
88 H 5.0613 4.0641 1.5356  O86 1.012
89 O -2.6589 -2.6745 -5.6351  H90 1.012, H91 1.012
90 H -2.0392 -3.2475 -6.1931  O89 1.012
91 H -3.2343 -3.2880 -5.0727  O89 1.012

These are the Mulliken partial charges, in e, on atoms 1 to 2: -0.565 -0.560

***

Record 6
Formula: C16H24BN2O6
Source: OMol25
Level of theory: ωB97M-V/def2-TZVPD

Properties
net charge = +1
electronic energy = -32906.6392 eV
E_LUMO = -5.161 eV
multiplicity = 1
HOMO level = -11.8985 eV

Each atom is followed by the atoms it is bonded to, with distances in Å.
Atoms and positions in Å:
1 C -3.1274 5.7663 1.3302  C2 1.328, H22 1.163
2 C -2.2542 4.7867 1.5321  C1 1.328, C3 1.616
3 C -1.3346 3.5970 2.1227  C2 1.616, N4 1.460, C18 1.572
4 N -0.7205 3.7783 3.4350  C3 1.460, C5 1.461, H23 1.047
5 C 0.1056 2.7785 4.1081  N4 1.461, C6 1.597, H24 1.149
6 C 0.4079 1.3670 3.4254  C5 1.597, C7 1.627, C11 1.587
7 C 1.3114 0.3038 4.2617  C6 1.627, B8 1.637, H25 1.151, H26 1.168
8 B 0.4907 -1.0542 4.6662  C7 1.637, O9 1.471, O10 1.464
9 O -0.7714 -1.4743 4.0385  B8 1.471, H27 0.988
10 O 0.9744 -1.9189 5.7435  B8 1.464, H28 1.001
11 C -0.2158 1.0672 1.9973  C6 1.587, C12 1.625, C18 1.607
12 C 0.0349 -0.3380 1.2198  C11 1.625, O13 1.279, O14 1.461
13 O -0.9428 -1.1156 0.9456  C12 1.279
14 O 1.4146 -0.6751 0.8756  C12 1.461, N15 1.375
15 N 1.9215 0.4609 0.2892  O14 1.375, C16 1.510, H29 1.044
16 C 2.9946 -0.0237 -0.6562  N15 1.510, C17 1.643, H30 1.163, H31 1.154
17 C 2.2142 -0.4386 -2.0416  C16 1.643, H32 1.151, H33 1.150, H34 1.150
18 C -1.1112 2.2404 1.3613  C3 1.572, C11 1.607, C19 1.634
19 C -1.7791 1.8993 -0.0905  C18 1.634, C20 1.634, H35 1.169, H36 1.166
20 C -3.1219 1.0335 0.2519  C19 1.634, O21 1.289, H37 1.151
21 O -3.5092 0.9281 1.4770  C20 1.289
22 H -3.8699 6.6499 1.4715  C1 1.163
23 H -0.9139 4.6799 3.9314  N4 1.047
24 H 0.5277 3.0059 5.1523  C5 1.149
25 H 2.3145 0.0520 3.7566  C7 1.151
26 H 1.5756 0.8340 5.2684  C7 1.168
27 H -0.5933 -2.1658 3.3557  O9 0.988
28 H 0.2801 -1.8059 6.4552  O10 1.001
29 H 2.4114 1.0694 0.9826  N15 1.044
30 H 3.5397 -0.9354 -0.1821  C16 1.163
31 H 3.7536 0.8140 -0.8895  C16 1.154
32 H 1.2839 -1.0329 -1.7170  C17 1.151
33 H 2.9356 -1.0831 -2.6643  C17 1.150
34 H 1.8588 0.5243 -2.5603  C17 1.150
35 H -2.1291 2.8781 -0.6246  C19 1.169
36 H -1.0580 1.2804 -0.7662  C19 1.166
37 H -3.7371 0.4571 -0.5320  C20 1.151
38 C 0.6934 -3.9508 -5.7707  C39 1.520, H42 1.095, H43 1.094, H44 1.093
39 C 0.2569 -3.0159 -4.6539  C38 1.520, C40 1.521, O41 1.426, H45 1.094
40 C -1.2485 -3.0667 -4.4457  C39 1.521, H46 1.095, H47 1.094, H48 1.093
41 O 0.6461 -1.6815 -4.9739  C39 1.426, H49 0.968
42 H 0.2305 -3.6666 -6.7216  C38 1.095
43 H 1.7759 -3.8952 -5.9171  C38 1.094
44 H 0.4231 -4.9863 -5.5469  C38 1.093
45 H 0.7661 -3.2899 -3.7249  C39 1.094
46 H -1.7790 -2.7517 -5.3504  C40 1.095
47 H -1.5494 -2.3810 -3.6479  C40 1.094
48 H -1.5768 -4.0757 -4.1822  C40 1.093
49 H 0.2004 -1.4294 -5.7955  O41 0.968

These are the Mulliken partial charges, in e, on atoms 1 to 2: -0.216 -0.729